Record 1
DFT (wB97M-V/def2-TZVPD) results for the molecule C19H32N2O4.

Each line ends with the Mulliken charge.
CARTESIAN COORDINATES (ANGSTROEM)
C -0.09785 -3.34791 1.76733  -1.343
C 0.65543 -2.09541 1.32815  -0.114
H 1.73250 -2.25410 1.42866  0.434
H 0.36535 -1.23773 1.94702  0.152
O 0.45610 -1.79557 -0.04475  -0.128
C -0.69651 -1.06494 -0.33714  -0.637
C -1.06708 -1.27363 -1.81134  0.411
C -2.44871 -0.65768 -2.09659  -1.238
C -3.56476 -1.69283 -2.23293  -0.836
C -3.87306 -2.43525 -0.93179  -0.231
O -4.91552 -3.37012 -1.07776  -0.550
H -5.69683 -2.91405 -1.41048  0.337
H -4.11794 -1.70847 -0.14188  0.231
H -3.01030 -3.02214 -0.61000  0.108
H -4.47476 -1.18159 -2.56225  0.560
H -3.29932 -2.42355 -2.99997  0.241
H -2.40272 -0.08623 -3.02513  0.564
H -2.70429 0.04916 -1.30383  0.265
C 0.02422 -0.66230 -2.70830  -0.161
C 0.33046 0.71513 -2.20685  -1.003
C 0.06976 1.09011 -0.95957  0.508
O -0.52921 0.29998 -0.00753  -0.341
C 0.32950 2.49719 -0.49351  0.323
O -0.18468 3.44585 -1.05915  -0.688
N 1.18406 2.63996 0.53863  0.079
C 1.85287 1.58517 1.25724  -0.176
H 1.69727 0.62564 0.76887  -0.075
C 1.33782 1.54862 2.69665  -0.845
N 1.57704 2.83553 3.32456  -0.074
C 1.22921 2.82558 4.72798  -1.093
H 1.81509 2.05956 5.23407  0.326
H 0.16059 2.62339 4.90209  0.384
H 1.47430 3.79401 5.16121  0.345
C 0.87814 3.88358 2.60019  -0.603
C 1.37632 3.93329 1.15661  -1.067
H 0.82055 4.67142 0.57695  0.461
H 2.44295 4.17934 1.14544  0.365
H 1.08170 4.83869 3.08901  0.483
H -0.21431 3.71634 2.59965  0.337
H 1.87514 0.78139 3.25932  0.497
H 0.26231 1.29218 2.68576  0.316
H 2.92657 1.80758 1.27238  0.308
H 0.78778 1.42487 -2.87571  0.529
C 1.26613 -1.54260 -2.79940  -0.409
C 2.54759 -1.20299 -2.10423  -0.436
C 2.45448 -1.08991 -3.59443  -0.798
H 2.43182 -0.10145 -4.02666  0.233
H 2.97330 -1.81528 -4.20312  0.305
H 3.12451 -2.00920 -1.67878  0.282
H 2.58851 -0.28940 -1.53176  0.084
H 1.02030 -2.59567 -2.86452  0.542
H -0.38333 -0.58318 -3.72516  0.601
H -1.09946 -2.35306 -1.97986  0.894
H -1.52941 -1.38636 0.30765  0.307
H 0.14844 -3.57852 2.80002  0.451
H -1.17328 -3.20485 1.69068  0.259
H 0.18517 -4.18760 1.13826  0.323

M: 352.475 g/mol
SMILES string: CCO[C@H]1OC(C(=O)N2CCN(C)CC2)=C[C@@H](C2CC2)[C@@H]1CCCO
LUMO: 0.7064 eV
Charge: 0
Energy: -31391.168 eV
Frontier orbital gap: 9.46 eV

***

Record 2
DFT (wB97M-V/def2-TZVPD) results for a cluster of 2 separate species, C19H32N3O11P2 in total in a non-equilibrium geometry.

Each line ends with the Mulliken charge.
CARTESIAN COORDINATES (ANGSTROEM)
O 2.32883 2.92034 3.45710  -0.472
C 1.07184 2.85897 3.36196  0.008
C 0.32347 2.99661 1.92445  -0.271
C -0.99401 2.07566 1.97844  -1.015
C -0.71352 0.60637 1.32363  -0.259
O 0.52141 0.09579 1.86986  -0.063
N 1.34173 -0.44203 0.90898  0.313
O 1.86766 0.39000 0.24539  -0.401
C -2.01533 -0.27698 1.64175  0.213
C -1.84146 -1.85443 1.42713  -1.173
C -1.10293 -2.28242 0.06836  0.103
C 0.00261 -3.44452 0.26985  0.022
O 0.41212 -3.99120 -0.79942  -0.623
N 0.55568 -3.85320 1.57234  -0.133
C 1.93435 -3.36843 1.78308  0.197
C 2.33319 -2.78516 3.18296  -0.308
C 3.73432 -2.21459 3.48230  -0.512
C 4.85313 -2.17769 2.38054  -0.423
C 4.48666 -2.78743 0.99874  -0.460
C 3.05865 -3.36510 0.70688  -0.142
C -3.24605 0.38685 0.83291  -0.809
C -3.47416 1.85571 1.48030  -0.662
N -2.24502 2.72519 1.45095  0.335
P -2.66045 4.19707 2.42948  0.938
O -4.18536 4.30053 2.65558  -0.640
O -1.95715 4.15847 3.96886  -0.460
O -2.10960 5.59787 1.59748  -0.472
H 0.47663 2.71458 4.34561  0.308
H 0.12397 4.11451 1.79610  0.198
H 1.07729 2.69802 1.11800  0.302
H -1.17924 1.85572 3.10047  0.449
H -0.69269 0.76572 0.18016  0.510
H -2.25901 -0.12148 2.76462  0.363
H -1.37279 -2.30043 2.36567  0.419
H -2.91098 -2.29392 1.37149  0.395
H -0.65057 -1.41053 -0.52045  -0.249
H -1.89808 -2.75369 -0.62472  0.583
H 0.47288 -4.86925 1.73701  0.341
H 1.55910 -2.77534 4.02020  0.318
H 3.98537 -1.79996 4.51734  0.316
H 5.89167 -1.72333 2.58197  0.344
H 5.29626 -2.77972 0.19155  0.320
H 2.87579 -3.78300 -0.33395  0.363
H -2.98865 0.48661 -0.29219  0.294
H -4.17244 -0.26373 0.95456  0.367
H -3.91071 1.69817 2.52480  0.411
H -4.28170 2.40421 0.87580  0.443
H -2.05936 3.01011 0.47056  0.628
H -2.55623 4.54782 4.64903  0.374
H -1.53557 5.31776 0.84178  0.348
C -1.18119 1.30111 -5.99807  -0.563
O -0.70951 0.02699 -6.40719  -0.444
P -0.16032 -1.07156 -5.20104  1.070
O -1.24091 -0.65261 -4.20539  -0.553
O 1.20262 -0.16179 -5.01189  -0.278
C 2.08473 -0.06505 -6.12531  -0.758
O 0.42917 -2.25702 -4.10601  -0.432
C 1.10129 -1.82134 -2.93756  -0.257
H -1.13917 1.96848 -6.86098  0.262
H -2.21822 1.22620 -5.66896  0.221
H -0.55920 1.71980 -5.20286  0.281
H 1.96049 0.91062 -6.59747  0.238
H 1.89512 -0.85016 -6.86124  0.371
H 3.11281 -0.15460 -5.76751  0.257
H 0.65976 -0.90939 -2.52897  0.190
H 2.15757 -1.65495 -3.16399  0.307
H 1.03344 -2.61582 -2.19086  0.113

M: 540.423 g/mol
LUMO: -4.7100 eV
Charge: +1
Energy: -65774.181 eV
Frontier orbital gap: 5.99 eV

***

Record 3
DFT (wB97M-V/def2-TZVPD) results for a structure of composition C19H32N9O4SSc in a non-equilibrium geometry.

Each line ends with the Mulliken charge.
CARTESIAN COORDINATES (ANGSTROEM)
Sc -0.37049 0.53745 -0.47438  -0.298
C -2.33569 0.44495 2.34352  -0.627
C -3.21099 0.15325 1.12842  -0.791
O -2.71349 0.84835 -0.01488  0.096
C -3.31159 2.13365 -0.21508  -0.636
C -2.57329 2.77145 -1.39478  -0.664
O -1.16219 2.65225 -1.23188  -0.101
C -0.49389 3.80555 -0.71648  -0.886
C -0.43399 3.79095 0.81912  -0.660
O -0.24259 2.43225 1.20132  0.582
C 0.08231 2.25515 2.57642  -1.034
C -0.04299 0.74395 2.86322  -0.557
O -0.98539 0.15455 1.97092  0.047
H -2.63169 -0.18295 3.19102  0.462
H -2.43329 1.49575 2.63282  0.321
H -4.25059 0.42605 1.33402  0.568
H -3.14699 -0.91225 0.89032  0.197
H -3.22629 2.75135 0.68782  0.292
H -4.37549 2.01885 -0.45518  0.523
H -2.87429 3.81725 -1.51508  0.507
H -2.80959 2.21925 -2.31098  0.237
H -0.96639 4.72395 -1.07778  0.491
H 0.52371 3.74455 -1.11698  0.268
H -1.36039 4.17565 1.27172  0.426
H 0.39971 4.41655 1.15772  0.428
H -0.60839 2.83435 3.20212  0.495
H 1.10311 2.59605 2.78822  0.398
H -0.34189 0.56955 3.90212  0.542
H 0.90721 0.23585 2.67712  -0.003
C 5.60161 -0.89655 0.88462  -1.077
C 4.68971 -0.07205 1.78832  -0.442
N 3.85461 0.82855 1.01872  -0.200
C 2.67941 0.49465 0.48632  0.480
S 1.98941 1.60035 -0.64838  -0.669
N 2.12091 -0.64885 0.83852  -1.554
N 0.94431 -0.98175 0.29872  1.758
C 0.55331 -2.22265 0.43032  1.254
C 1.38181 -3.23515 1.15072  -2.067
C -0.70919 -2.58525 -0.19548  0.271
C -1.20469 -3.89605 -0.17828  -1.017
C -2.39659 -4.18495 -0.81538  -0.768
C -3.05959 -3.16205 -1.48418  -0.966
C -2.51809 -1.88775 -1.44258  -0.275
N -1.38379 -1.58275 -0.80768  0.881
H 6.09141 -1.67065 1.46852  0.332
H 6.36331 -0.27335 0.42552  0.360
H 5.01461 -1.36455 0.09762  0.284
H 5.28761 0.52735 2.47782  0.434
H 4.03181 -0.72765 2.35882  0.208
H 4.30761 1.63845 0.61662  0.282
H 2.26631 -2.74415 1.54512  0.320
H 1.69751 -4.03025 0.47922  0.442
H 0.82511 -3.67405 1.97602  0.425
H -0.66279 -4.67515 0.33012  0.583
H -2.80769 -5.18395 -0.79468  0.471
H -3.98399 -3.34875 -2.00968  0.487
H -3.02469 -1.06175 -1.93238  0.485
N 2.05491 -1.93095 -4.00758  -0.599
N 1.00191 -1.15025 -3.75838  0.983
N -0.01279 -1.05235 -4.56938  -1.056
C -0.84569 -0.26945 -3.90728  -0.429
N -0.33699 0.09845 -2.72718  0.321
N 0.84731 -0.48755 -2.64578  0.337
H 2.10321 -2.25275 -4.96688  0.315
H 2.92231 -1.60985 -3.59558  0.255
H -1.79769 0.02215 -4.29938  0.530

M: 527.547 g/mol
LUMO: -6.1265 eV
Charge: +2
Energy: -73346.453 eV
Frontier orbital gap: 7.17 eV

***

Record 4
DFT (wB97M-V/def2-TZVPD) results for a structure of composition C19H33AsN5O4PtS2Si2.

Each line ends with the Mulliken charge.
CARTESIAN COORDINATES (ANGSTROEM)
Pt -0.49352 -1.73490 1.75022  0.648
C 1.97304 2.44521 1.82193  -1.364
C 1.21577 1.18771 2.05259  0.084
N 1.70986 0.01276 1.98851  0.168
O 3.05446 0.04796 1.68252  -0.478
C -1.24348 1.46966 1.47633  1.371
C -1.63204 2.92453 1.38360  -1.476
N -2.37326 0.67082 2.04986  -0.083
O -2.97649 -0.09197 1.01522  -0.280
H 2.42947 2.42758 0.83341  0.284
H 2.78468 2.50692 2.54969  0.511
H 1.32741 3.31164 1.93745  0.350
H 3.31393 -0.88064 1.62813  0.280
H -0.79967 3.53633 1.04349  0.070
H -1.93965 3.25635 2.37339  0.368
H -2.46707 3.04377 0.69392  0.438
N -1.18251 7.64486 -0.10953  -0.487
C -0.78869 6.41023 -0.53086  0.956
C 0.49647 5.92847 -0.23183  -0.730
C 0.87930 4.66550 -0.62594  -0.465
C -0.01574 3.85641 -1.31998  -0.292
C -1.28225 4.33303 -1.65832  -0.544
C -1.66943 5.58985 -1.25790  -0.755
S 0.45503 2.27167 -1.84729  1.458
O 1.84269 2.05378 -1.58119  -0.667
O -0.12765 2.04445 -3.12648  -0.717
N -0.30948 1.08172 -0.92790  -0.413
C -0.91059 0.79523 0.10996  -0.292
S -1.73586 -0.85197 0.17892  0.018
C -1.84177 -0.18124 3.03882  -0.754
C -0.54772 0.15974 3.27600  -0.457
N -0.14610 1.22369 2.46582  0.373
H -0.48982 8.29343 0.22047  0.221
H -2.01249 8.05377 -0.50112  0.216
H 1.19626 6.56641 0.29331  0.363
H 1.87971 4.31023 -0.42586  0.646
H -1.95105 3.71657 -2.24496  0.492
H -2.65144 5.96298 -1.51994  0.355
H -2.49907 -0.78928 3.63790  0.510
H 0.06393 -0.12568 4.11738  0.593
C -3.14954 -4.49545 0.00298  -1.052
Si -1.49695 -4.59615 -0.85650  0.450
C -1.50511 -3.66190 -2.47276  -0.884
C -0.95371 -6.36305 -1.10380  -1.033
As 0.10418 -3.72253 0.67555  -0.205
Si 2.08667 -3.22254 -0.54680  0.400
C 1.84651 -1.57833 -1.39590  -0.270
C 3.41864 -3.13141 0.77177  -1.209
C 2.47880 -4.58918 -1.75482  -1.098
H -3.91438 -4.97111 -0.61619  0.363
H -3.46872 -3.46697 0.18362  0.285
H -3.12112 -5.01329 0.96285  0.311
H -2.26657 -4.09050 -3.12965  0.407
H -0.54455 -3.74005 -2.98576  0.244
H -1.73711 -2.60305 -2.34827  0.268
H -1.64417 -6.87478 -1.77866  0.356
H -0.93748 -6.91203 -0.16107  0.328
H 0.04162 -6.41626 -1.54757  0.281
H 1.57712 -0.78618 -0.69488  -0.456
H 1.06398 -1.63475 -2.15641  0.347
H 2.77125 -1.27240 -1.89306  0.503
H 3.04251 -2.67055 1.69092  0.340
H 4.29904 -2.58403 0.42492  0.455
H 3.74066 -4.13679 1.04916  0.352
H 1.73468 -4.67187 -2.54859  0.284
H 2.55505 -5.55570 -1.25341  0.326
H 3.44358 -4.38676 -2.22737  0.387

M: 785.810 g/mol
LUMO (spin up / spin down): -4.3531 / -4.3562 eV
Charge: +1
Energy: -137381.488 eV
Frontier orbital gap (spin up / spin down): 6.58 / 6.57 eV